No. 1
Formula: C6H10N
Source: the Open Molecules 2025 dataset
Level of theory: wB97M-V/def2-TZVPD

```
17
Properties=species:S:1:pos:R:3:forces:R:3
C 1.201119 0.906830 2.726721 -1.05 -0.07 2.89
C 1.264159 0.627661 1.458882 -1.54 -2.28 -3.17
C 0.561634 -0.356751 -1.901292 -2.71 1.07 0.67
C -0.735342 -1.194182 -1.950910 1.99 -1.65 0.18
C -0.429666 -0.476990 0.649036 2.54 1.26 3.60
C -0.358933 -0.483768 -0.747421 -0.39 1.10 -1.03
N -1.283556 0.510812 -0.041121 1.06 3.54 -0.05
H 1.847628 1.376530 3.519345 0.33 -0.11 -1.87
H 0.326167 0.612718 3.389765 0.58 0.04 -1.50
H 1.947331 0.621609 0.512846 -1.22 0.35 2.36
H 1.573931 -0.476919 -1.872056 2.45 -1.64 0.40
H 0.403002 0.546136 -2.427640 -0.34 0.89 -0.64
H -1.327603 -0.684825 -2.638637 -1.56 0.28 -0.79
H -0.746651 -2.281373 -1.923146 0.03 0.24 -0.20
H -0.938783 -1.171474 1.335409 0.47 0.26 -0.50
H -2.271103 0.329756 -0.191216 0.03 -0.03 0.18
H -1.033335 1.594230 0.101436 -0.67 -3.26 -0.53
```
Forces are in eV/Å.

Properties
Charge: +1
ΔE to the lowest compared entry with this formula, charge and spin (kcal per mole): 119.1
LUMO level (eV): -3.55
E_HOMO (eV): -14.00

Atom charges from the Mulliken analysis, given in e for atoms 1 to 4:
1 C -0.51
2 C 0.01
3 C -0.78
4 C -0.66



No. 2
Formula: C18H24IN4O2Pd
Source: the Open Molecules 2025 dataset
Level of theory: wB97M-V/def2-TZVPD

```
50
Properties=species:S:1:pos:R:3:forces:R:3
Pd -1.142934 -0.826272 -1.107121 -0.30 -0.29 -0.67
C -1.770402 3.977062 -1.303167 -0.01 0.05 0.00
C -0.368779 3.448652 -1.268661 -0.02 -0.17 -0.08
N 0.611512 4.274606 -1.004336 0.11 0.03 0.04
C 1.868573 3.776860 -0.960280 -0.07 0.03 -0.04
C 2.161051 2.448091 -1.148808 0.00 -0.01 -0.06
C 3.598898 2.030463 -1.011090 -0.01 -0.07 0.05
O 3.889836 1.475794 0.280320 0.05 0.07 -0.01
C 1.126389 1.531619 -1.454789 0.15 -0.14 0.10
C 1.465314 0.114335 -1.525751 -0.12 0.09 0.11
N 0.833240 -0.804062 -2.189096 0.30 -0.09 -0.18
C 1.459869 -2.062475 -2.270322 -0.29 0.21 0.09
C 2.826720 -2.148500 -2.560441 0.11 -0.06 -0.05
C 3.472564 -3.367220 -2.688184 -0.01 0.04 -0.02
C 2.764542 -4.549533 -2.540798 -0.03 -0.01 0.02
C 1.403514 -4.488526 -2.276048 -0.02 0.04 -0.03
C 0.754645 -3.268780 -2.150761 0.16 -0.11 -0.05
I -1.312662 -3.324386 -1.752407 0.02 0.31 0.25
C -0.203980 2.030696 -1.552029 -0.11 0.09 0.00
O -1.237143 1.341973 -1.814862 0.09 -0.03 0.19
H -1.776811 5.013689 -0.968948 -0.01 0.00 -0.01
H -2.423876 3.367299 -0.676006 0.01 0.00 0.02
H -2.183977 3.911157 -2.312537 0.01 0.00 0.00
H 2.666271 4.490044 -0.773678 -0.01 0.02 0.00
H 4.241573 2.897409 -1.198045 0.01 0.01 0.03
H 3.873727 1.255059 -1.726392 -0.02 0.02 -0.04
H 3.421386 2.024763 0.918495 -0.04 -0.05 -0.01
H 2.337957 -0.176976 -0.932803 0.02 0.00 -0.02
H 3.378446 -1.229868 -2.711486 -0.01 0.01 0.02
H 4.532059 -3.386863 -2.912942 0.00 0.00 0.01
H 3.256850 -5.509124 -2.634546 0.00 0.00 -0.01
H 0.829491 -5.399545 -2.161861 0.02 -0.01 0.00
C -2.791184 0.913368 3.135733 -0.01 0.04 0.02
C -2.690090 -0.572593 2.773842 -0.01 0.07 -0.13
C -4.036608 -1.066168 2.253654 -0.03 0.01 -0.02
C -2.282872 -1.383947 3.998475 0.00 -0.03 0.03
N -1.734399 -0.825987 1.679304 -0.11 -0.03 0.54
N -0.387818 -0.452843 1.909359 -0.05 0.11 -0.07
H -3.547918 1.080044 3.906504 0.00 -0.01 0.00
H -3.062778 1.502288 2.256764 0.00 -0.01 0.00
H -1.845246 1.297874 3.524222 0.00 0.00 0.00
H -4.815712 -0.943226 3.009400 0.01 0.01 0.00
H -3.965715 -2.119018 1.978341 0.00 0.00 0.01
H -4.333575 -0.506931 1.363214 0.02 0.00 0.00
H -3.058363 -1.322105 4.765315 0.01 0.00 0.01
H -1.353865 -1.012464 4.435324 0.00 0.00 -0.01
H -2.142173 -2.431272 3.724865 -0.01 0.00 -0.01
H -2.056299 -0.343463 0.836032 0.16 -0.10 -0.01
H 0.048458 -1.146095 2.500844 0.02 -0.01 -0.03
H -0.297705 0.465098 2.338190 0.01 -0.02 0.04
```
Forces are in eV/Å.

Properties
Charge: -1
LUMO level (eV): 2.55
E_HOMO (eV): -2.99

Atom charges from the Mulliken analysis, given in e for atoms 1 to 4:
1 Pd -0.34
2 C -1.12
3 C 0.78
4 N -0.71